Computed, not measured: 10 unconnected molecules or ions with the total composition C34H81N3O17, with the ωB97M-V functional and the def2-TZVPD basis.

Atoms and positions in Å:
C1 -0.656 -3.516 4.714
C2 0.631 -2.645 4.524
C3 0.070 -1.161 4.357
C4 1.203 -0.091 4.279
C5 1.833 -0.040 5.626
C6 2.407 -1.437 6.135
N1 1.422 -2.636 5.827
O1 1.452 -3.780 6.628
C7 2.503 -1.335 7.717
C8 3.871 -1.772 5.538
C9 1.370 -3.064 3.248
H1 -0.499 -4.547 5.031
H2 -1.291 -3.457 3.830
H3 -1.241 -3.169 5.565
H4 -0.505 -0.819 5.218
H5 -0.561 -1.113 3.469
H6 0.819 0.894 4.014
H7 1.924 -0.422 3.532
H8 1.104 0.421 6.293
H9 2.683 0.642 5.627
H10 1.541 -1.363 8.229
H11 3.016 -0.386 7.877
H12 3.115 -2.198 7.977
H13 4.661 -1.115 5.902
H14 3.914 -1.849 4.451
H15 4.139 -2.732 5.979
H16 2.328 -2.621 2.974
H17 0.617 -3.323 2.504
H18 1.619 -4.097 3.489
C10 -4.426 4.662 -1.465
C11 -3.758 3.395 -2.008
C12 -4.965 2.410 -1.897
C13 -4.679 1.043 -2.531
C14 -4.488 1.263 -4.052
C15 -3.237 2.171 -4.249
N2 -3.487 3.529 -3.447
O2 -3.945 4.623 -4.141
C16 -3.200 2.448 -5.776
C17 -1.929 1.414 -3.931
C18 -2.478 2.929 -1.310
H19 -3.853 5.564 -1.682
H20 -4.538 4.498 -0.394
H21 -5.385 4.969 -1.883
H22 -5.918 2.788 -2.267
H23 -5.300 2.221 -0.877
H24 -5.547 0.424 -2.306
H25 -3.859 0.488 -2.076
H26 -5.334 1.595 -4.653
H27 -4.209 0.275 -4.418
H28 -3.471 1.612 -6.421
H29 -2.174 2.752 -5.987
H30 -3.756 3.269 -6.227
H31 -1.866 0.913 -2.965
H32 -1.074 2.041 -4.187
H33 -1.696 0.557 -4.562
H34 -2.493 1.841 -1.247
H35 -2.533 3.087 -0.233
H36 -1.517 3.290 -1.675
O3 2.197 0.911 -0.048
C19 1.288 -0.268 -0.019
C20 0.070 -0.278 -1.030
O4 -1.006 -1.253 -0.842
H37 1.121 -0.482 1.037
H38 1.926 -1.085 -0.356
H39 0.411 -0.131 -2.054
H40 -0.479 0.641 -0.822
C21 1.895 1.890 -3.389
C22 2.398 2.641 -4.537
O5 1.613 3.680 -4.915
O6 1.817 2.727 -2.253
H41 2.403 0.936 -3.245
H42 0.846 1.665 -3.580
H43 2.412 2.030 -5.440
H44 3.419 3.017 -4.472
H45 1.381 4.291 -4.212
H46 1.780 2.216 -1.440
C23 4.534 3.637 0.507
C24 4.676 2.776 1.717
O7 3.351 2.314 2.069
O8 4.409 2.794 -0.602
H47 5.286 4.423 0.446
H48 3.651 4.275 0.550
H49 5.040 3.392 2.539
H50 5.468 2.027 1.679
H51 2.866 1.819 1.405
H52 3.598 2.290 -0.511
C25 -3.891 -1.291 0.885
C26 -3.189 -2.179 1.859
O9 -1.987 -2.885 1.384
O10 -3.012 -0.204 0.625
H53 -4.729 -0.967 1.502
H54 -4.395 -1.734 0.026
H55 -3.872 -2.915 2.283
H56 -2.906 -1.536 2.692
H57 -1.508 -2.332 0.764
H58 -2.348 -0.388 -0.043
C27 5.039 -1.072 -1.105
C28 5.564 -0.515 0.233
O11 4.543 -0.493 1.248
O12 4.387 -0.074 -1.909
H59 4.346 -1.912 -1.059
H60 5.906 -1.204 -1.752
H61 6.204 0.368 0.226
H62 6.298 -1.173 0.697
H63 3.762 -0.062 0.891
H64 3.648 0.214 -1.369
C29 -3.275 -3.998 -1.618
C30 -4.492 -4.719 -2.302
O13 -4.258 -5.047 -3.670
O14 -3.066 -2.640 -2.151
H65 -2.282 -4.437 -1.720
H66 -3.383 -3.855 -0.542
H67 -5.247 -3.934 -2.349
H68 -4.949 -5.610 -1.872
H69 -4.179 -4.257 -4.209
H70 -2.224 -2.244 -1.913
C31 1.551 -2.769 -2.853
C32 2.576 -3.719 -3.661
O15 1.786 -4.656 -4.265
O16 0.536 -3.511 -2.216
H71 1.066 -2.070 -3.535
H72 2.080 -2.008 -2.280
H73 3.246 -4.111 -2.895
H74 3.101 -3.128 -4.411
H75 1.340 -5.068 -3.522
H76 -0.026 -2.828 -1.843
O17 -0.906 4.405 2.056
C33 -0.555 3.297 1.690
N3 0.444 3.176 0.903
C34 -1.192 2.142 2.396
H77 0.886 4.014 0.554
H78 0.891 2.285 0.740
H79 -2.225 2.042 2.064
H80 -1.080 2.150 3.480
H81 -0.765 1.222 1.996

Properties
Total charge: -1
Spin multiplicity: 2
⟨S²⟩: 0.755
Calculated total energy, Ha: -2786.9973

Computed, not measured: 7 unconnected molecules or ions with the total composition C34H81N7, with the ωB97M-V functional and the def2-TZVPD basis.

Atoms and positions in Å:
C1 2.303 3.433 -2.978
C2 2.026 3.169 -1.487
N1 2.509 4.186 -0.586
C3 3.861 4.667 -0.708
C4 4.874 3.684 -0.184
C5 2.091 4.115 0.818
C6 2.167 5.430 1.509
H1 1.880 2.617 -3.618
H2 3.396 3.478 -3.018
H3 1.957 4.396 -3.265
H4 0.956 3.140 -1.268
H5 2.421 2.206 -1.333
H6 4.010 4.851 -1.789
H7 3.894 5.625 -0.211
H8 5.796 3.795 -0.683
H9 5.002 3.622 0.881
H10 4.547 2.672 -0.494
H11 2.619 3.350 1.380
H12 1.030 3.777 0.874
H13 1.592 6.205 1.014
H14 3.210 5.731 1.596
H15 1.785 5.381 2.538
C7 -3.851 4.712 -1.694
C8 -3.959 3.236 -1.098
N2 -3.214 2.915 0.109
C9 -3.642 3.682 1.228
C10 -2.832 3.491 2.458
C11 -3.195 1.469 0.315
C12 -4.579 0.896 0.562
H16 -4.477 5.401 -1.077
H17 -4.218 4.767 -2.723
H18 -2.845 5.121 -1.719
H19 -5.076 3.127 -0.956
H20 -3.598 2.463 -1.831
H21 -4.733 3.463 1.462
H22 -3.648 4.738 0.964
H23 -1.736 3.660 2.283
H24 -2.912 2.549 2.954
H25 -3.111 4.229 3.209
H26 -2.660 1.007 -0.472
H27 -2.575 1.295 1.213
H28 -5.247 1.225 -0.252
H29 -4.528 -0.189 0.575
H30 -4.990 1.153 1.528
C13 -0.701 -2.522 5.539
C14 -2.175 -2.174 5.389
N3 -2.668 -1.984 4.012
C15 -2.688 -0.599 3.619
C16 -1.386 0.168 3.689
C17 -3.919 -2.647 3.669
C18 -5.132 -2.280 4.511
H31 -0.601 -2.936 6.522
H32 -0.005 -1.690 5.589
H33 -0.242 -3.276 4.773
H34 -2.650 -3.010 5.814
H35 -2.409 -1.291 5.984
H36 -3.071 -0.601 2.619
H37 -3.397 -0.057 4.311
H38 -0.611 -0.351 3.021
H39 -1.583 1.123 3.335
H40 -0.856 0.206 4.655
H41 -3.737 -3.699 3.747
H42 -4.110 -2.390 2.643
H43 -4.782 -2.399 5.597
H44 -6.030 -2.895 4.376
H45 -5.384 -1.285 4.292
C19 2.855 0.077 -5.644
C20 3.993 0.314 -4.655
N4 4.266 -0.699 -3.560
C21 3.257 -0.581 -2.520
C22 2.994 -1.889 -1.778
C23 5.605 -0.663 -3.003
C24 6.684 -1.170 -3.922
H46 3.107 -0.859 -6.193
H47 2.697 0.993 -6.239
H48 1.933 -0.201 -5.074
H49 4.905 0.514 -5.205
H50 3.818 1.336 -4.120
H51 3.424 0.301 -1.919
H52 2.347 -0.307 -3.031
H53 3.722 -2.122 -1.022
H54 1.977 -1.920 -1.360
H55 3.122 -2.613 -2.519
H56 5.475 -1.233 -2.155
H57 5.881 0.435 -2.758
H58 6.338 -2.089 -4.469
H59 7.555 -1.453 -3.298
H60 6.958 -0.429 -4.704
C25 -1.279 -5.722 -1.598
C26 -0.679 -4.584 -0.817
N5 -1.184 -4.526 0.548
C27 -2.625 -4.272 0.593
C28 -3.038 -2.930 -0.102
C29 -0.505 -3.529 1.353
C30 0.934 -3.884 1.807
H61 -1.346 -6.629 -0.947
H62 -0.644 -5.924 -2.460
H63 -2.217 -5.523 -2.042
H64 0.411 -4.554 -0.784
H65 -0.910 -3.673 -1.381
H66 -3.123 -5.158 0.189
H67 -2.925 -4.083 1.587
H68 -3.011 -2.907 -1.210
H69 -4.023 -2.671 0.258
H70 -2.499 -2.054 0.301
H71 -1.063 -3.360 2.293
H72 -0.490 -2.580 0.857
H73 1.616 -3.838 0.992
H74 0.915 -4.895 2.241
H75 1.320 -3.155 2.615
C31 0.665 0.592 0.529
C32 1.602 0.768 1.667
N6 2.309 0.841 2.602
H76 0.031 -0.302 0.743
H77 1.329 0.504 -0.310
H78 0.080 1.533 0.418
C33 0.742 -3.124 -4.344
C34 0.264 -2.063 -3.460
N7 -0.201 -1.245 -2.805
H79 0.386 -4.098 -4.117
H80 1.845 -3.123 -4.460
H81 0.244 -2.923 -5.338

Properties
Structure (SMILES): CCN(CC)CC.CCN(CC)CC.CCN(CC)CC.CCN(CC)CC.CCN(CC)CC.CC#N.CC#N
Energy above the lowest of the compared OMol25 structures with the same formula, charge and spin, eV: 0.000

Computed, not measured: 6 unconnected molecules or ions with the total composition C34H83F6N4O6P, with the ωB97M-V functional and the def2-TZVPD basis.

Atoms and positions in Å:
C1 2.120 -2.490 3.647
C2 0.732 -2.238 2.954
N1 0.419 -3.338 1.811
C3 -1.055 -3.015 1.457
C4 1.446 -3.056 0.632
C5 1.300 -3.932 -0.608
C6 0.441 -4.839 2.154
C7 -0.269 -5.252 3.456
O1 -1.638 -5.269 3.239
C8 -2.391 -5.900 4.237
H1 2.874 -2.300 2.882
H2 2.327 -3.537 3.869
H3 2.330 -1.871 4.519
H4 0.584 -1.262 2.493
H5 -0.078 -2.339 3.677
H6 -1.695 -3.239 2.310
H7 -1.301 -3.713 0.657
H8 -1.078 -1.982 1.107
H9 2.428 -3.228 1.073
H10 1.186 -2.052 0.300
H11 1.896 -3.485 -1.404
H12 0.296 -3.877 -1.027
H13 1.703 -4.919 -0.381
H14 1.489 -5.100 2.297
H15 0.079 -5.388 1.284
H16 0.058 -4.622 4.282
H17 0.122 -6.251 3.652
H18 -2.486 -5.310 5.148
H19 -1.956 -6.870 4.477
H20 -3.420 -6.098 3.934
C9 -2.960 -2.746 -2.445
C10 -4.228 -1.846 -2.835
N2 -4.270 -0.408 -2.336
C11 -4.079 -0.270 -0.806
C12 -3.110 0.312 -2.947
C13 -3.072 1.939 -2.770
C14 -5.650 0.240 -2.679
C15 -5.789 0.485 -4.233
O2 -6.087 -0.737 -4.925
C16 -5.975 -0.630 -6.415
H21 -2.074 -2.297 -2.894
H22 -3.111 -3.695 -2.959
H23 -2.906 -3.023 -1.392
H24 -5.122 -2.318 -2.428
H25 -4.197 -1.855 -3.925
H26 -4.883 -0.839 -0.340
H27 -4.155 0.743 -0.409
H28 -3.112 -0.718 -0.578
H29 -3.118 -0.103 -3.955
H30 -2.210 -0.161 -2.555
H31 -3.849 2.579 -3.187
H32 -2.115 2.304 -3.142
H33 -3.052 2.188 -1.709
H34 -5.516 1.168 -2.123
H35 -6.483 -0.339 -2.281
H36 -5.030 1.100 -4.716
H37 -6.731 1.033 -4.251
H38 -6.637 -1.326 -6.930
H39 -4.953 -0.932 -6.646
H40 -6.154 0.420 -6.648
C17 -2.359 1.930 6.555
C18 -2.463 0.926 5.375
N3 -2.455 1.567 3.991
C19 -1.003 2.285 3.864
C20 -2.669 0.455 2.935
C21 -3.988 -0.305 3.047
C22 -3.511 2.747 3.910
C23 -3.745 3.308 2.533
O3 -2.507 3.830 2.111
C24 -2.438 4.533 0.933
H41 -1.811 1.389 7.325
H42 -3.357 2.117 6.952
H43 -1.876 2.857 6.245
H44 -3.388 0.352 5.437
H45 -1.659 0.191 5.336
H46 -1.061 3.203 4.448
H47 -0.857 2.343 2.785
H48 -0.314 1.523 4.228
H49 -1.888 -0.290 3.086
H50 -2.561 0.942 1.966
H51 -4.879 0.275 3.288
H52 -3.929 -1.222 3.633
H53 -4.205 -0.777 2.088
H54 -3.237 3.518 4.630
H55 -4.486 2.429 4.278
H56 -4.469 4.122 2.519
H57 -4.051 2.468 1.911
H58 -2.810 4.035 0.038
H59 -1.391 4.628 0.645
H60 -3.074 5.417 0.958
C25 3.684 -0.261 -3.148
C26 4.656 1.001 -3.316
N4 5.811 1.081 -2.240
C27 6.586 2.405 -2.371
C28 5.160 0.917 -0.814
C29 4.253 2.001 -0.386
C30 6.816 -0.044 -2.651
C31 8.213 -0.234 -1.968
O4 8.225 -0.106 -0.549
C32 9.533 -0.412 0.066
H61 3.045 -0.185 -4.028
H62 3.133 -0.489 -2.236
H63 4.296 -1.162 -3.187
H64 4.086 1.928 -3.262
H65 5.035 1.143 -4.329
H66 6.902 2.387 -3.415
H67 7.332 2.444 -1.578
H68 5.836 3.164 -2.147
H69 6.043 0.807 -0.185
H70 4.797 -0.103 -0.685
H71 3.809 1.814 0.591
H72 3.433 2.083 -1.099
H73 4.744 2.973 -0.429
H74 6.836 -0.302 -3.710
H75 6.413 -0.993 -2.300
H76 8.923 0.489 -2.371
H77 8.563 -1.203 -2.322
H78 10.276 0.273 -0.342
H79 9.815 -1.435 -0.180
H80 9.495 -0.194 1.134
P1 2.956 4.924 -3.289
F1 4.147 4.041 -3.968
F2 3.922 6.208 -3.436
F3 2.295 5.266 -4.737
F4 1.790 5.760 -2.557
F5 2.118 3.547 -3.111
F6 3.641 4.704 -1.820
C33 -0.019 2.249 -0.764
C34 -0.007 0.859 -0.114
O5 -0.754 -0.041 -0.591
O6 0.578 0.759 0.960
H81 -0.982 2.757 -0.716
H82 0.333 2.123 -1.788
H83 0.838 2.763 -0.329

Properties
Total charge: +3
Spin multiplicity: 2
⟨S²⟩: 0.755
Energy above the lowest of the compared OMol25 structures with the same formula, charge and spin, eV: 1.866